The following is a quantum chemistry calculation of C5H5BrFNO as an isolated structure, from OMol25.

Geometry as XYZ:
```
14
Properties=species:S:1:pos:R:3:forces:R:3:lowdin_spin:R:1
C -0.790267 -0.154293 -0.439231 3.271 -1.321 2.018 0.095
C 0.007008 -1.327098 -0.136358 2.713 1.934 -2.114 0.331
H -1.220784 -2.540593 -0.570890 -0.248 -0.958 -0.419 0.003
H -1.661127 -0.272400 -0.901207 -3.585 -0.522 -1.975 -0.005
H -0.736448 2.052692 -0.320431 -0.617 -0.290 -0.623 0.015
N 1.356668 -1.199876 0.099185 -0.588 -0.238 0.666 -0.011
C 1.756042 -0.105865 0.610831 -3.071 1.128 -1.429 0.200
C -0.315082 1.071567 -0.149692 0.853 1.790 0.925 0.281
F 1.701965 2.240807 0.664859 -1.016 0.152 0.004 0.009
H 2.739509 0.093876 0.782294 2.792 0.254 0.579 0.015
O -0.257192 -2.535459 -0.623009 -1.641 -0.461 0.102 0.119
H 0.454442 0.957469 1.783371 0.244 1.328 -0.161 0.034
Br -1.036177 -1.438634 2.199012 -0.738 0.120 1.066 0.839
C 0.835477 1.159925 0.751269 1.632 -2.916 1.360 0.076
```
Forces are in eV/Å.

Output
gap between HOMO and LUMO (alpha / beta)	7.7 / 6.4	eV
charge	0
HOMO (alpha / beta)	-7.090 / -10.082	eV
multiplicity	3
calculated total energy	-81559.3255	eV